(1)
This record from the Open Molecules 2025 dataset describes a cluster of 4 separate species, C30H67N6O2PS in total in a non-equilibrium geometry. The level of theory is ωB97M-V with the def2-TZVPD basis set.

For the total energy, the calculation gives -65350.961 eV. The calculation puts the HOMO-LUMO gap at 8.41 eV. The HOMO energy comes out at -0.29277 Ha. For the LUMO energy, the calculation gives 0.01646 hartree. The SMILES is CCCO[C@@](C#N)(P(C)O)[C@](C#N)(CN)CCCS.CCN(CC)CC.CCN(CC)CC.CCN(CC)CC.

Last column: Löwdin charge in e.
Element x y z (Å)
C: 3.003 5.954 3.119  -0.11
C: 3.982 5.515 1.880  -0.18
C: 3.727 3.956 1.442  -0.20
O: 2.298 3.731 1.606  -0.21
C: 1.960 2.318 1.631  -0.49
C: 2.967 1.379 0.813  -0.16
N: 3.905 0.881 0.224  0.16
P: 1.813 1.857 3.494  0.98
C: 1.698 -0.016 3.731  -0.29
O: 3.315 2.318 4.254  -0.34
C: 0.518 2.210 0.853  -0.31
C: -0.266 0.854 1.170  -0.13
N: -0.849 -0.139 1.530  0.17
C: 0.678 2.284 -0.761  -0.22
N: 1.369 3.515 -1.246  0.01
C: -0.352 3.470 1.355  -0.17
C: -1.941 3.263 1.158  -0.24
C: -2.646 4.683 1.507  -0.52
S: -2.545 5.043 3.352  0.66
H: 3.626 6.672 3.786  0.08
H: 2.704 5.071 3.781  0.07
H: 2.128 6.561 2.702  0.08
H: 5.047 5.513 2.340  0.11
H: 3.887 6.238 0.990  0.11
H: 4.398 3.327 2.120  0.12
H: 3.970 3.890 0.326  0.12
H: 0.585 -0.275 3.939  0.04
H: 2.030 -0.649 2.837  0.04
H: 2.267 -0.311 4.700  0.06
H: 3.983 1.733 3.798  0.06
H: -0.403 2.331 -1.183  0.13
H: 1.127 1.309 -1.208  0.13
H: 1.174 3.580 -2.266  0.09
H: 2.404 3.386 -1.204  0.07
H: -0.150 3.656 2.468  0.09
H: -0.080 4.444 0.790  0.13
H: -2.375 2.499 1.903  0.11
H: -2.132 2.909 0.086  0.11
H: -2.052 5.481 0.916  0.08
H: -3.754 4.642 1.223  0.08
H: -3.414 6.096 3.603  -0.13
C: -3.258 2.004 5.332  -0.10
C: -3.368 1.858 6.847  -0.27
N: -4.239 2.843 7.484  -0.19
C: -4.150 2.825 8.944  -0.25
C: -4.621 1.566 9.672  -0.09
C: -5.596 2.941 6.952  -0.25
C: -6.461 1.681 6.993  -0.09
H: -2.884 2.994 5.057  0.00
H: -2.559 1.259 4.941  0.07
H: -4.215 1.840 4.833  0.07
H: -2.356 1.970 7.253  0.12
H: -3.684 0.832 7.073  0.09
H: -4.692 3.687 9.349  0.11
H: -3.103 3.000 9.219  0.11
H: -5.709 1.511 9.719  0.05
H: -4.263 1.581 10.706  0.07
H: -4.243 0.650 9.213  0.07
H: -5.534 3.278 5.911  0.10
H: -6.128 3.752 7.462  0.11
H: -5.910 0.781 6.715  0.07
H: -7.292 1.788 6.290  0.07
H: -6.902 1.532 7.980  0.05
C: 2.104 -2.095 -0.348  -0.10
C: 1.747 -2.936 -1.569  -0.27
N: 0.843 -4.048 -1.289  -0.19
C: 0.697 -4.965 -2.419  -0.25
C: 0.045 -4.427 -3.693  -0.09
C: -0.404 -3.707 -0.607  -0.25
C: -1.334 -2.710 -1.300  -0.09
H: 2.573 -2.706 0.429  0.08
H: 2.813 -1.313 -0.634  0.04
H: 1.230 -1.596 0.079  0.04
H: 2.686 -3.338 -1.966  0.12
H: 1.340 -2.268 -2.340  0.09
H: 0.147 -5.855 -2.093  0.11
H: 1.695 -5.335 -2.683  0.11
H: -1.038 -4.352 -3.590  0.06
H: 0.234 -5.115 -4.523  0.06
H: 0.439 -3.451 -3.986  0.06
H: -0.159 -3.311 0.384  0.10
H: -0.964 -4.625 -0.394  0.11
H: -0.798 -1.873 -1.747  0.06
H: -2.035 -2.299 -0.567  0.07
H: -1.935 -3.195 -2.071  0.05
C: 4.087 -5.458 -9.933  -0.09
C: 2.718 -4.791 -10.016  -0.27
N: 1.716 -5.361 -9.119  -0.19
C: 0.366 -4.860 -9.378  -0.25
C: 0.099 -3.374 -9.139  -0.09
C: 2.084 -5.436 -7.707  -0.25
C: 2.431 -4.125 -7.001  -0.09
H: 4.020 -6.526 -10.159  0.08
H: 4.763 -5.001 -10.662  0.07
H: 4.546 -5.336 -8.950  0.06
H: 2.369 -4.904 -11.049  0.12
H: 2.848 -3.715 -9.845  0.10
H: -0.354 -5.443 -8.793  0.11
H: 0.120 -5.082 -10.423  0.11
H: 0.000 -3.148 -8.077  0.05
H: -0.846 -3.088 -9.610  0.07
H: 0.877 -2.734 -9.561  0.07
H: 2.940 -6.113 -7.609  0.10
H: 1.285 -5.938 -7.150  0.11
H: 3.046 -3.465 -7.613  0.07
H: 2.991 -4.343 -6.086  0.07
H: 1.532 -3.587 -6.697  0.05

(2)
This record from the Open Molecules 2025 dataset describes a structure of composition C30H24CeN4O4S4 in a non-equilibrium geometry. The level of theory is ωB97M-V with the def2-TZVPD basis set.

The relative energy (zero: lowest compared OMol25 entry of this formula, charge and spin) comes out at 1.500 eV. The charge is +1. Its expectation value of S² is 0.752. As for the multiplicity: 2. For the total energy, the calculation gives -101912.166 eV. The calculation puts the HOMO-LUMO gap (alpha / beta) at 3.54 / 3.54 eV. The HOMO energy (alpha / beta) comes out at -0.35622 / -0.35622 Ha. For the LUMO energy (alpha / beta), the calculation gives -0.22600 / -0.22604 hartree.

Last column: Löwdin charge in e.
Element x y z (Å)
Ce: -0.708 0.686 0.357  1.31
C: -3.732 -0.200 -4.391  -0.02
C: -2.645 0.534 -3.928  -0.03
C: -2.392 0.600 -2.576  0.00
C: -3.227 -0.070 -1.663  -0.26
C: -4.322 -0.807 -2.142  0.02
C: -4.566 -0.857 -3.498  -0.04
N: -2.911 0.086 -0.328  -0.06
N: -3.698 -0.510 0.531  0.15
C: -3.436 -0.346 1.851  -0.32
C: -4.369 -0.908 2.742  0.03
C: -4.213 -0.732 4.095  -0.01
C: -3.135 0.033 4.542  0.00
C: -2.255 0.557 3.614  -0.10
N: -2.352 0.365 2.292  0.02
H: -3.930 -0.255 -5.450  0.12
H: -2.006 1.052 -4.627  0.12
H: -1.537 1.176 -2.179  0.09
H: -4.954 -1.324 -1.439  0.12
H: -5.412 -1.412 -3.864  0.12
H: -5.201 -1.451 2.327  0.13
H: -4.914 -1.159 4.795  0.13
H: -2.987 0.210 5.593  0.12
H: -1.436 1.187 3.951  0.13
O: 0.460 -0.466 -0.827  -0.29
C: 0.970 -1.312 0.140  -0.62
C: 1.876 -2.361 -0.462  -0.49
C: 2.352 -2.405 -1.734  -0.09
C: 3.218 -3.496 -1.954  -0.15
C: 3.385 -4.266 -0.853  -0.37
S: 2.483 -3.679 0.487  1.06
C: 1.763 -0.427 1.117  -0.47
C: 1.303 0.296 2.214  -0.23
C: 2.308 1.160 2.730  -0.16
C: 3.465 1.099 2.017  -0.34
S: 3.384 -0.004 0.708  1.21
C: -0.212 -2.020 0.823  -0.51
C: -1.325 -2.455 0.139  -0.12
C: -2.226 -3.179 0.957  -0.16
C: -1.785 -3.310 2.234  -0.36
S: -0.254 -2.565 2.477  1.10
H: 2.095 -1.671 -2.474  0.13
H: 3.699 -3.681 -2.895  0.11
H: 3.985 -5.147 -0.738  0.07
H: 0.406 0.050 2.799  0.07
H: 2.175 1.756 3.617  0.12
H: 4.386 1.617 2.200  0.09
H: -1.445 -2.326 -0.931  0.14
H: -3.153 -3.590 0.602  0.12
H: -2.263 -3.800 3.059  0.08
N: 0.171 3.168 0.518  -0.01
C: 1.454 3.049 -0.173  -0.33
C: 1.493 2.457 -1.441  -0.05
C: 2.717 2.299 -2.076  -0.04
C: 3.854 2.735 -1.437  -0.25
C: 3.838 3.358 -0.216  -0.06
C: 2.617 3.529 0.424  -0.04
S: 5.450 2.515 -2.328  0.40
O: 5.170 3.395 -3.442  -0.33
O: 6.417 2.958 -1.358  -0.34
O: 5.392 1.094 -2.586  -0.35
H: -0.394 3.877 0.036  0.12
H: 0.366 3.560 1.446  0.11
H: 0.574 2.157 -1.956  0.10
H: 2.812 1.859 -3.056  0.13
H: 4.773 3.689 0.207  0.12
H: 2.583 4.027 1.383  0.12

(3)
This record from the Open Molecules 2025 dataset describes a structure of composition C6H16N2O in a non-equilibrium geometry. The level of theory is ωB97M-V with the def2-TZVPD basis set.

The relative energy (zero: lowest compared OMol25 entry of this formula, charge and spin) comes out at 4.425 eV. For the total energy, the calculation gives -11505.629 eV. The calculation puts the HOMO-LUMO gap (alpha / beta) at 8.17 / 8.17 eV. The HOMO energy (alpha / beta) comes out at -0.31633 / -0.31634 Ha. For the LUMO energy (alpha / beta), the calculation gives -0.01603 / -0.01601 hartree.

Last column: natural (NBO) charge in e.
Element x y z (Å)
C: 0.953 -0.433 0.630  0.05
C: 1.705 0.648 -0.153  -0.61
C: 1.958 -1.513 1.085  -0.59
C: 0.247 0.162 1.851  -0.64
N: 0.096 -1.150 -0.326  -0.02
N: -1.046 -1.488 0.111  -0.40
H: -1.500 -2.137 -0.536  0.36
H: 0.991 0.607 2.509  0.22
H: 2.477 1.088 0.477  0.22
H: 1.024 1.435 -0.473  0.22
H: 2.175 0.222 -1.037  0.22
H: 1.449 -2.295 1.646  0.21
H: 2.456 -1.960 0.226  0.22
H: 2.712 -1.058 1.727  0.22
H: -0.463 0.935 1.570  0.24
H: -0.279 -0.608 2.415  0.22
C: -2.036 1.354 -0.736  0.02
C: -1.172 0.615 -2.186  -0.71
O: -2.577 0.512 0.126  -0.77
H: -1.909 -0.524 0.336  0.45
H: -2.786 1.913 -1.304  0.16
H: -1.260 2.020 -0.326  0.12
H: -0.196 0.153 -2.249  0.20
H: -1.929 -0.033 -2.624  0.20
H: -1.088 1.535 -2.762  0.20

(4)
This record from the Open Molecules 2025 dataset describes a structure of composition C32H39AuN2PS. The level of theory is ωB97M-V with the def2-TZVPD basis set.

The charge is -1. For the total energy, the calculation gives -60617.529 eV. The calculation puts the HOMO-LUMO gap at 6.19 eV. The HOMO energy comes out at -0.12858 Ha. For the LUMO energy, the calculation gives 0.09908 hartree.

Last column: Löwdin charge in e.
Element x y z (Å)
Au: 0.165 0.894 0.072  0.43
C: -1.248 4.592 -1.010  -0.05
C: 0.166 4.854 -0.588  -0.34
C: 0.637 6.177 -0.470  -0.04
C: 1.960 6.384 -0.220  -0.03
C: 2.828 5.285 -0.056  -0.18
C: 4.211 5.458 0.120  -0.08
C: 5.004 4.357 0.299  -0.11
C: 4.444 3.082 0.372  -0.16
C: 3.078 2.841 0.247  -0.63
S: 2.542 1.215 0.540  0.54
C: 2.239 3.980 -0.060  -0.23
N: 0.936 3.817 -0.357  0.12
H: -1.775 5.526 -1.207  0.07
H: -1.768 4.041 -0.227  0.06
H: -1.260 3.983 -1.914  0.08
H: -0.047 7.006 -0.596  0.10
H: 2.363 7.389 -0.149  0.11
H: 4.626 6.459 0.121  0.10
H: 6.074 4.480 0.420  0.10
H: 5.078 2.227 0.569  0.09
C: -3.492 0.232 -2.191  -0.13
C: -3.533 0.797 -0.769  -0.52
C: -4.920 0.660 -0.143  -0.12
P: -2.048 0.120 0.180  0.94
C: -2.597 0.243 1.959  -0.56
C: -1.596 -0.546 2.801  -0.14
C: -2.642 1.699 2.414  -0.14
C: -2.000 -1.645 -0.160  -0.32
C: -3.165 -2.408 -0.295  -0.09
C: -3.159 -3.743 -0.647  -0.31
C: -4.438 -4.523 -0.817  -0.08
C: -1.910 -4.348 -0.863  -0.07
C: -0.743 -3.651 -0.714  -0.03
C: -0.716 -2.267 -0.333  -0.34
N: 0.403 -1.589 -0.165  -0.01
C: 1.654 -2.186 -0.145  -0.27
C: 2.074 -2.953 0.960  -0.21
C: 1.133 -3.178 2.110  -0.04
C: 3.359 -3.473 0.986  -0.03
C: 4.259 -3.260 -0.051  -0.29
C: 5.651 -3.835 0.007  -0.07
C: 3.843 -2.488 -1.127  -0.03
C: 2.564 -1.955 -1.193  -0.23
C: 2.119 -1.139 -2.373  -0.06
H: -4.191 0.768 -2.838  0.07
H: -3.747 -0.826 -2.199  0.06
H: -2.487 0.328 -2.606  0.07
H: -3.327 1.867 -0.846  0.08
H: -5.231 -0.380 -0.061  0.06
H: -5.648 1.180 -0.771  0.08
H: -4.961 1.103 0.852  0.05
H: -3.585 -0.219 2.053  0.10
H: -0.585 -0.174 2.616  0.05
H: -1.623 -1.602 2.533  0.07
H: -1.817 -0.442 3.867  0.07
H: -1.653 2.150 2.298  0.06
H: -2.924 1.761 3.468  0.07
H: -3.358 2.292 1.840  0.06
H: -4.124 -1.945 -0.100  0.08
H: -5.301 -3.899 -0.582  0.06
H: -4.462 -5.399 -0.162  0.07
H: -4.553 -4.879 -1.845  0.07
H: -1.876 -5.396 -1.150  0.10
H: 0.209 -4.140 -0.889  0.11
H: 0.815 -2.217 2.516  0.07
H: 1.615 -3.753 2.902  0.07
H: 0.236 -3.711 1.788  0.07
H: 3.671 -4.063 1.844  0.11
H: 5.662 -4.761 0.584  0.07
H: 6.341 -3.136 0.487  0.07
H: 6.030 -4.046 -0.993  0.07
H: 4.533 -2.302 -1.945  0.11
H: 2.897 -1.092 -3.136  0.07
H: 1.883 -0.124 -2.046  0.03
H: 1.209 -1.556 -2.809  0.08

> Among the records above, which one has the lowest total energy?

C30H24CeN4O4S4